[1]
Computed, not measured: CH6N2S as an isolated structure, with ωB97M-V with the def2-TZVPD basis set.

Output
**HOMO**: -8.6418 eV
**Kohn-Sham gap**: 9.3 eV
**Net charge**: 0
**Relative energy (zero: lowest compared OMol25 entry of this formula, charge and spin)**: 70.3 kcal per mole

Structure (XYZ):
```
10
Properties=species:S:1:pos:R:3:forces:R:3
C -0.95970 -0.85494 -0.27333 -3.32 0.12 0.41
H -1.48168 -0.43437 0.67682 0.86 -0.70 -1.38
H 2.00058 -0.04316 -0.52154 -1.32 0.00 0.70
S 1.56560 1.61255 0.85171 -1.33 -0.13 0.52
N -0.23254 0.14326 -1.02115 3.16 -0.14 2.35
N 1.19722 0.11565 0.15102 -0.13 -0.46 -3.39
H 0.54916 1.36348 1.72803 0.68 0.77 0.14
H -0.30162 -1.64038 0.03879 0.28 -0.45 0.01
H -0.53023 1.06318 -0.71777 -0.26 0.18 -0.18
H -1.80680 -1.32529 -0.91259 1.37 0.81 0.83
```
Forces are in eV/Å.



[2]
Computed, not measured: a 2-piece molecular cluster, CH6N2S overall, with ωB97M-V with the def2-TZVPD basis set.

Output
**HOMO**: -7.7467 eV
**Kohn-Sham gap**: 8.1 eV
**Net charge**: 0
**SMILES string**: [H]/N=C\N.S
**Relative energy (zero: lowest compared OMol25 entry of this formula, charge and spin)**: 18.5 kcal per mole

Structure (XYZ):
```
10
Properties=species:S:1:pos:R:3:forces:R:3
H 0.64332 -1.53306 -0.08954 -0.20 -0.28 0.09
H 3.26362 -0.34999 0.39990 -0.06 -0.07 0.31
S -2.16708 0.60014 -0.59702 1.21 0.41 0.36
H 2.80865 -1.99288 0.51049 -0.10 0.36 -0.14
H -0.64346 0.80582 -0.03789 -1.40 -0.85 -0.98
H 1.34486 1.12849 0.58171 -0.26 0.67 0.14
N 0.65145 0.45380 0.27248 2.65 -0.89 0.34
N 2.53535 -1.02154 0.60273 -0.59 0.35 -0.53
H -2.54059 0.50177 0.67357 -0.33 -0.07 0.28
C 1.24822 -0.69804 0.23127 -0.92 0.37 0.14
```
Forces are in eV/Å.



- Look up the HOMO of the second one.
  -7.7467 eV